The following is a quantum chemistry calculation of a cluster of 2 separate species, C9H14BClF3N3O5 in total, from OMol25.

Computed properties:
HOMO-LUMO gap (eV): 6.17
Max |F| (eV/A): 4.272
E (Ha): -1676.50604
Charge: 0

Atoms and positions in Å:
C (1.4832, 1.6131, 1.1760)
O (2.3166, 0.6949, 0.4581)
C (1.5711, -0.4848, 0.1454)
C (2.5971, -1.4890, -0.4754)
C (2.2092, -3.0000, -0.3129)
N (1.1784, -3.2507, 0.7295)
Cl (1.5986, -3.4728, 2.3782)
C (-0.0705, -3.2999, 0.3721)
N (-0.6155, -3.1287, -0.9369)
C (-1.7703, -2.1882, -0.7970)
C (-2.2021, -2.5254, 0.6826)
F (-2.0757, -1.3399, 1.3916)
N (-1.2156, -3.5223, 1.2229)
H (0.6396, 1.1117, 1.7224)
H (2.0722, 2.1514, 1.9563)
H (1.0843, 2.3355, 0.4202)
H (0.8063, -0.1686, -0.6164)
H (1.1066, -0.8196, 1.1048)
H (3.6195, -1.2402, -0.1002)
H (2.6327, -1.2790, -1.5756)
H (1.8977, -3.4846, -1.2594)
H (3.1281, -3.5468, 0.0221)
H (-0.7952, -4.0090, -1.4144)
H (-2.6245, -2.4606, -1.4600)
H (-1.2858, -1.2055, -0.9732)
H (-3.1732, -3.0543, 0.8139)
H (-0.9902, -3.0513, 2.1168)
B (-1.9199, 5.6392, 0.0495)
O (-1.3769, 5.9992, -1.2767)
C (-0.9625, 4.8842, -1.8584)
O (-0.4645, 4.8241, -2.9533)
C (-1.2101, 3.7368, -0.9489)
O (-0.9484, 2.5792, -1.1738)
O (-1.7687, 4.1718, 0.1663)
F (-3.2849, 5.9947, 0.1328)
F (-1.1868, 6.2852, 1.0710)



The following is a quantum chemistry calculation of the molecule C8H8BrFN2, from OMol25.

Computed properties:
HOMO-LUMO gap (spin up / spin down) (eV): 8.18 / 8.18
Max |F| (eV/A): 4.236
E (Ha): -3092.83777
Charge: 0
Relative energy (zero: lowest compared OMol25 entry of this formula, charge and spin) (kcal per mole): 9.2

Atoms and positions in Å:
C (1.9549, -0.4086, 0.4197)
C (1.5720, -0.3832, -0.8566)
C (1.1090, 0.3607, 1.3650)
C (-0.1568, 0.7322, 1.1307)
C (0.3130, 0.2850, -1.3551)
C (-0.6257, -2.4871, 1.1254)
C (-0.7912, 0.5150, -0.2737)
C (-1.8005, 1.6488, -0.7034)
N (-0.9729, -1.7314, 0.2770)
N (-1.5585, -0.7099, -0.1465)
F (1.5639, 0.5588, 2.6330)
Br (0.3803, -3.9628, 1.3316)
H (2.9716, -0.8545, 0.8111)
H (2.3449, -1.0630, -1.3511)
H (0.6432, 1.2114, -1.6970)
H (-0.0804, -0.3465, -2.0883)
H (-0.8820, 1.1142, 1.7560)
H (-2.2978, 1.1834, -1.4584)
H (-1.2025, 2.4258, -0.9741)
H (-2.4844, 1.9116, 0.0547)